(1)
A 2-piece molecular cluster, C4H12BN overall in a non-equilibrium geometry. Source: OMol25; level of theory: ωB97M-V/def2-TZVPD.

Output
E in eV: -6506.99090
Relative energy (zero: lowest compared OMol25 entry of this formula, charge and spin) in kcal/mol: 68.36

Atoms and positions in Å:
B1 2.309 1.192 -0.297
C1 0.380 -1.922 -0.588
C2 -1.852 1.077 0.491
C3 -0.600 -1.163 0.300
C4 -0.861 0.214 -0.193
N1 1.116 1.313 0.311
H1 3.207 1.826 0.143
H2 2.479 0.501 -1.231
H3 0.586 -2.909 -0.174
H4 -0.024 -2.046 -1.593
H5 1.311 -1.367 -0.652
H6 -2.861 0.771 0.189
H7 -1.789 0.983 1.573
H8 -1.728 2.119 0.206
H9 -1.562 -1.698 0.340
H10 -0.222 -1.130 1.327
H11 -0.724 0.377 -1.253
H12 0.834 1.863 1.102

---

(2)
A 2-piece molecular cluster, C4H12BN2O5S overall in a non-equilibrium geometry. Source: OMol25; level of theory: ωB97M-V/def2-TZVPD.

Output
E in eV: -29071.74793
Total charge: -1

Atoms and positions in Å:
N1 0.400 -1.563 -5.001
C1 0.176 -1.225 -3.573
C2 1.249 -0.292 -3.021
B1 1.618 -0.366 -1.572
N2 0.884 0.362 -0.503
O1 2.733 -1.116 -1.037
H1 -0.460 -1.866 -5.443
H2 1.087 -2.303 -5.076
H3 -0.825 -0.769 -3.541
H4 0.115 -2.169 -2.998
H5 2.176 -0.561 -3.558
H6 1.562 0.765 0.139
H7 0.409 1.134 -0.957
H8 3.446 -0.526 -0.778
C3 -0.536 0.251 3.791
C4 -1.623 0.027 2.764
O2 -2.550 1.105 3.015
S1 -1.762 2.402 3.492
O3 -1.549 3.278 2.404
O4 -2.368 2.869 4.686
O5 -0.384 1.679 3.833
H9 -0.837 -0.091 4.783
H10 0.407 -0.205 3.507
H11 -2.136 -0.921 2.897
H12 -1.235 0.099 1.745

---

no.,Kohn-Sham gap (eV)
1,8.893
2,4.036